one.
ORCA calculation (ωB97M-V/def2-TZVPD) on a molecular structure, C4H12N2O2.

Atoms and positions in Å:
C (-0.083, 2.540, -1.491)
N (-0.072, 1.493, -0.493)
N (-0.787, 1.768, 0.577)
O (-0.707, 0.071, -1.275)
H (-1.564, 0.275, -1.683)
H (-1.699, 2.213, 0.426)
H (-0.877, 0.930, 1.188)
H (-1.092, 2.923, -1.693)
H (0.545, 3.349, -1.112)
H (0.363, 2.140, -2.398)
C (1.619, -1.794, 0.120)
C (-0.394, -1.833, 1.638)
C (0.832, -2.244, 1.314)
O (-1.152, -0.925, 0.982)
H (-0.881, -0.724, -0.059)
H (-0.871, -2.187, 2.548)
H (1.305, -2.953, 1.981)
H (2.686, -1.794, 0.347)
H (1.358, -0.782, -0.184)
H (1.471, -2.466, -0.732)

Computed properties:
Orbital gap, eV: 8.6227
E_LUMO, eV: 0.65
Net charge: 0

These are the natural (NBO) partial charges, in e, on atoms 1 to 8: atom 1 (C): -0.450, atom 2 (N): 0.047, atom 3 (N): -0.577, atom 4 (O): -0.775, atom 5 (H): 0.455, atom 6 (H): 0.324, atom 7 (H): 0.427, atom 8 (H): 0.171

***

two.
ORCA calculation (ωB97M-V/def2-TZVPD) on 2 unconnected molecules or ions with the total composition C4H12N2O2.

Atoms and positions in Å:
C (0.838, 0.812, 0.414)
C (1.688, 1.867, 1.103)
C (-0.497, 0.529, 1.233)
N (-1.668, 0.991, 0.699)
O (1.582, -0.402, 0.346)
O (-0.451, 0.147, 2.398)
H (1.639, -0.739, 1.261)
H (0.619, 1.135, -0.610)
H (-1.754, 1.172, -0.291)
H (-2.481, 0.963, 1.302)
H (2.618, 2.024, 0.546)
H (1.156, 2.820, 1.181)
H (1.974, 1.548, 2.111)
C (-0.466, -2.328, -1.740)
N (-1.282, -1.125, -1.805)
H (-2.091, -1.207, -1.195)
H (-0.670, -0.295, -1.763)
H (-1.092, -3.220, -1.821)
H (0.091, -2.359, -0.801)
H (0.248, -2.335, -2.568)

Computed properties:
Orbital gap, eV: 9.7588
E_LUMO, eV: 0.79
Net charge: 0

These are the natural (NBO) partial charges, in e, on atoms 1 to 8: atom 1 (C): 0.020, atom 2 (C): -0.629, atom 3 (C): 0.655, atom 4 (N): -0.827, atom 5 (O): -0.714, atom 6 (O): -0.626, atom 7 (H): 0.481, atom 8 (H): 0.172

***

three.
ORCA calculation (ωB97M-V/def2-TZVPD) on a molecular structure, C4H12N2O2.

Atoms and positions in Å:
C (1.357, -0.583, 1.686)
C (1.108, 1.803, 0.850)
N (0.793, 0.815, 1.887)
O (0.154, -1.208, 1.469)
H (-0.269, -0.063, 1.529)
H (1.022, 1.170, 2.812)
H (1.868, -0.891, 2.615)
H (2.046, -0.611, 0.824)
H (0.597, 2.738, 1.077)
H (0.758, 1.403, -0.100)
H (2.182, 2.002, 0.777)
C (-0.382, -1.497, -1.689)
C (-1.575, -0.604, -1.742)
O (-1.356, 0.565, -1.047)
N (-2.605, -0.885, -2.412)
H (-2.116, 1.154, -1.146)
H (-3.330, -0.168, -2.392)
H (-0.587, -2.410, -2.240)
H (0.485, -0.982, -2.107)
H (-0.150, -1.747, -0.649)

Computed properties:
Orbital gap, eV: 9.9853
E_LUMO, eV: 0.62
Net charge: 0

These are the natural (NBO) partial charges, in e, on atoms 1 to 8: atom 1 (C): 0.103, atom 2 (C): -0.423, atom 3 (N): -0.656, atom 4 (O): -0.797, atom 5 (H): 0.495, atom 6 (H): 0.383, atom 7 (H): 0.149, atom 8 (H): 0.144

***

Energy relative to the most stable one, in hartree: one 0.1295; two 0.0000; three 0.0668

***

one.
ORCA calculation (ωB97M-V/def2-TZVPD) on 2 unconnected molecules or ions with the total composition C4H12N2O2.

Atoms and positions in Å:
C (-0.079, 2.389, -2.351)
N (-0.638, 1.254, -1.638)
C (-0.313, 1.173, -0.213)
C (0.105, -0.262, 0.125)
N (-0.022, -0.664, 1.418)
C (-0.111, 0.196, 2.568)
O (0.467, -1.041, -0.738)
H (0.860, 2.755, -1.927)
H (-0.775, 3.232, -2.372)
H (0.099, 2.127, -3.382)
H (-0.392, 0.378, -2.075)
H (0.515, 1.856, -0.009)
H (-1.216, 1.369, 0.358)
H (0.195, -1.636, 1.563)
H (0.874, 0.395, 3.008)
H (-0.512, 1.166, 2.295)
H (-0.760, -0.244, 3.315)
H (1.075, -5.243, 0.454)
H (0.358, -4.443, -0.651)
O (0.272, -4.756, 0.255)

Computed properties:
Orbital gap, eV: 9.5287
E_LUMO, eV: 0.86
Net charge: 0

These are the natural (NBO) partial charges, in e, on atoms 1 to 8: atom 1 (C): -0.407, atom 2 (N): -0.632, atom 3 (C): -0.325, atom 4 (C): 0.675, atom 5 (N): -0.611, atom 6 (C): -0.412, atom 7 (O): -0.636, atom 8 (H): 0.163

***

two.
ORCA calculation (ωB97M-V/def2-TZVPD) on 2 unconnected molecules or ions with the total composition C4H12N2O2.

Atoms and positions in Å:
C (2.444, -0.527, 0.490)
C (0.388, 0.605, -1.255)
C (0.098, -0.363, -0.124)
O (1.171, -1.128, 0.314)
N (-0.938, -1.243, -0.423)
H (-1.073, -1.964, 0.275)
H (2.414, 0.286, 1.224)
H (2.851, -0.163, -0.457)
H (3.080, -1.319, 0.875)
H (0.847, 0.081, -2.096)
H (-0.562, 1.028, -1.579)
H (1.051, 1.400, -0.924)
C (-0.454, 0.771, 1.277)
N (-2.901, -0.144, -0.496)
O (-2.910, 0.168, 0.714)
H (-1.398, -1.175, -1.348)
H (-2.792, 0.716, -1.087)
H (-0.932, 0.263, 2.107)
H (-0.930, 1.669, 0.900)
H (0.546, 1.040, 1.615)

Computed properties:
Orbital gap, eV: 8.5052
E_LUMO, eV: 0.17
Net charge: 0

These are the natural (NBO) partial charges, in e, on atoms 1 to 8: atom 1 (C): -0.252, atom 2 (C): -0.669, atom 3 (C): 0.483, atom 4 (O): -0.549, atom 5 (N): -0.825, atom 6 (H): 0.408, atom 7 (H): 0.172, atom 8 (H): 0.170

***

Energy relative to the most stable one, in hartree: one 0.0000; two 0.1843

***

one.
ORCA calculation (ωB97M-V/def2-TZVPD) on 2 unconnected molecules or ions with the total composition C4H12N2O2.

Atoms and positions in Å:
C (-1.505, -0.987, 0.669)
N (-1.668, -1.872, -0.453)
O (-2.103, 0.225, 0.585)
H (-1.339, 0.933, 0.123)
H (-2.556, -2.358, -0.429)
H (-1.599, -1.351, -1.321)
H (-1.765, -1.507, 1.599)
H (-0.333, -0.731, 0.661)
C (1.286, 0.936, 1.429)
C (1.758, -0.236, -0.807)
C (0.813, 0.554, 0.052)
O (-0.270, 1.240, -1.849)
N (-0.084, 1.381, -0.443)
H (-0.873, 1.963, -2.062)
H (0.523, 1.511, 1.954)
H (2.581, 0.402, -1.133)
H (2.191, 1.540, 1.356)
H (1.518, 0.041, 2.005)
H (2.166, -1.068, -0.238)
H (1.259, -0.613, -1.697)

Computed properties:
Orbital gap, eV: 9.7704
E_LUMO, eV: 0.72
Net charge: 0

These are the natural (NBO) partial charges, in e, on atoms 1 to 8: atom 1 (C): 0.137, atom 2 (N): -0.869, atom 3 (O): -0.756, atom 4 (H): 0.457, atom 5 (H): 0.360, atom 6 (H): 0.361, atom 7 (H): 0.167, atom 8 (H): 0.114

***

two.
ORCA calculation (ωB97M-V/def2-TZVPD) on 2 unconnected molecules or ions with the total composition C4H12N2O2.

Atoms and positions in Å:
C (-0.221, -1.138, 0.062)
C (-0.381, -2.484, -0.634)
N (0.628, -1.241, 1.235)
O (-1.506, -0.766, 0.533)
H (-1.508, -1.024, 1.470)
H (-1.061, 1.265, -0.081)
H (1.505, -1.707, 0.989)
H (0.937, -0.305, 1.498)
H (0.527, -2.773, -1.173)
H (-0.604, -3.282, 0.085)
H (-1.212, -2.458, -1.348)
C (0.235, 2.739, 0.572)
N (-0.629, 2.158, -0.445)
C (0.529, -0.099, -1.005)
O (1.735, 0.114, -0.956)
H (-0.322, 2.390, -1.387)
H (-0.034, -0.029, -1.950)
H (-0.340, 2.922, 1.483)
H (0.683, 3.672, 0.223)
H (1.038, 2.044, 0.827)

Computed properties:
Orbital gap, eV: 9.7439
E_LUMO, eV: 0.87
Net charge: 0

These are the natural (NBO) partial charges, in e, on atoms 1 to 8: atom 1 (C): 0.299, atom 2 (C): -0.646, atom 3 (N): -0.856, atom 4 (O): -0.737, atom 5 (H): 0.496, atom 6 (H): 0.408, atom 7 (H): 0.376, atom 8 (H): 0.368

***

Energy relative to the most stable one, in hartree: one 0.0487; two 0.0000

***

one.
ORCA calculation (ωB97M-V/def2-TZVPD) on a single C2H4N4O molecule.

Atoms and positions in Å:
C (0.345, 0.017, -0.397)
C (-0.024, -0.441, 0.930)
H (-1.905, -1.124, -1.557)
H (0.013, 0.513, -2.240)
H (-1.133, -0.825, 1.112)
H (0.827, 0.284, 2.781)
N (-0.245, -0.274, -1.699)
N (0.819, 0.139, 1.701)
N (1.748, 1.000, 1.159)
N (1.364, 0.839, -0.175)
O (-1.809, -0.129, -1.614)

Computed properties:
Orbital gap, eV: 9.9219
E_LUMO, eV: 0.67
Net charge: 0

These are the natural (NBO) partial charges, in e, on atoms 1 to 8: atom 1 (C): 0.196, atom 2 (C): -0.099, atom 3 (H): 0.473, atom 4 (H): 0.368, atom 5 (H): 0.252, atom 6 (H): 0.430, atom 7 (N): -0.325, atom 8 (N): -0.331

***

two.
ORCA calculation (ωB97M-V/def2-TZVPD) on a single C2H4N4O molecule.

Atoms and positions in Å:
C (0.031, 1.976, -0.300)
C (0.367, -0.194, 0.749)
H (0.862, 2.195, 0.551)
H (0.421, 2.505, -1.311)
H (-0.949, 2.484, -0.131)
H (-0.130, -2.308, 0.706)
N (0.078, 0.572, -0.359)
N (-0.625, -0.123, -1.333)
N (-0.786, -1.347, -0.970)
N (0.030, -1.451, 0.217)
O (0.816, 0.110, 1.826)

Computed properties:
Orbital gap, eV: 10.8166
E_LUMO, eV: 0.83
Net charge: 0

These are the natural (NBO) partial charges, in e, on atoms 1 to 8: atom 1 (C): -0.438, atom 2 (C): 0.729, atom 3 (H): 0.252, atom 4 (H): 0.222, atom 5 (H): 0.218, atom 6 (H): 0.413, atom 7 (N): -0.300, atom 8 (N): -0.013

***

Energy relative to the most stable one, in hartree: one 0.0969; two 0.0000

***

one.
ORCA calculation (ωB97M-V/def2-TZVPD) on a single C2H4N4O molecule.

Atoms and positions in Å:
C (-0.703, -0.245, 0.010)
C (1.472, -0.370, 0.079)
H (-2.400, -1.409, 0.118)
H (-2.646, 0.168, -0.577)
H (3.183, 0.283, -0.284)
H (-0.551, 1.810, 0.646)
N (-2.094, -0.462, 0.030)
N (0.263, -1.132, 0.024)
N (2.688, -0.658, 0.002)
N (-0.334, 1.059, -0.025)
O (1.120, 0.955, -0.024)

Computed properties:
Orbital gap, eV: 9.6759
E_LUMO, eV: 0.55
Net charge: 0

These are the natural (NBO) partial charges, in e, on atoms 1 to 8: atom 1 (C): 0.561, atom 2 (C): 0.629, atom 3 (H): 0.410, atom 4 (H): 0.405, atom 5 (H): 0.356, atom 6 (H): 0.411, atom 7 (N): -0.819, atom 8 (N): -0.539

***

two.
ORCA calculation (ωB97M-V/def2-TZVPD) on a single C2H4N4O molecule.

Atoms and positions in Å:
C (-0.216, 1.814, -0.432)
C (-0.858, -0.236, -0.271)
H (1.591, -0.417, 1.662)
H (1.811, -1.639, 0.219)
H (-0.308, 2.776, -0.593)
H (-1.515, -1.962, 0.142)
N (1.077, -1.059, 0.905)
N (0.451, -0.254, -0.118)
N (0.897, 1.138, -0.334)
N (-1.741, -1.145, -0.431)
O (-1.189, 0.984, -0.749)

Computed properties:
Orbital gap, eV: 9.4173
E_LUMO, eV: 0.68
Net charge: 0

These are the natural (NBO) partial charges, in e, on atoms 1 to 8: atom 1 (C): 0.340, atom 2 (C): 0.623, atom 3 (H): 0.389, atom 4 (H): 0.385, atom 5 (H): 0.190, atom 6 (H): 0.352, atom 7 (N): -0.648, atom 8 (N): -0.177

***

Energy relative to the most stable one, in hartree: one 0.0000; two 0.0743

***

one.
ORCA calculation (ωB97M-V/def2-TZVPD) on a single C2H4N4O molecule.

Atoms and positions in Å:
C (0.207, 0.296, -1.745)
C (-0.302, 0.741, -0.332)
H (1.452, -0.729, 1.783)
H (-0.284, -1.075, 2.242)
H (0.177, 1.180, -2.481)
H (-1.300, 1.465, 1.002)
N (0.461, -0.564, 1.408)
N (-0.104, -0.520, 0.267)
N (0.483, -0.981, -1.777)
N (-1.079, 1.703, 0.080)
O (0.290, -1.514, -0.446)

Computed properties:
Orbital gap, eV: 9.0246
E_LUMO, eV: 0.22
Net charge: 0

These are the natural (NBO) partial charges, in e, on atoms 1 to 8: atom 1 (C): -0.071, atom 2 (C): 0.354, atom 3 (H): 0.401, atom 4 (H): 0.332, atom 5 (H): 0.255, atom 6 (H): 0.343, atom 7 (N): -0.682, atom 8 (N): -0.026

***

two.
ORCA calculation (ωB97M-V/def2-TZVPD) on a molecular structure, C2H4N4O.

Atoms and positions in Å:
C (0.234, 0.701, 0.039)
C (-1.768, 0.090, 0.007)
H (2.176, 0.844, 0.720)
H (1.767, 2.158, -0.355)
H (-2.739, 0.186, 0.455)
H (1.774, -1.831, -0.656)
N (1.525, 1.010, -0.061)
N (-0.908, 1.272, 0.013)
N (-1.234, -1.029, -0.004)
N (0.010, -0.655, -0.253)
O (1.309, -1.285, 0.211)

Computed properties:
Orbital gap, eV: 9.8413
E_LUMO, eV: 0.37
Net charge: 0

These are the natural (NBO) partial charges, in e, on atoms 1 to 8: atom 1 (C): 0.474, atom 2 (C): 0.152, atom 3 (H): 0.412, atom 4 (H): 0.387, atom 5 (H): 0.198, atom 6 (H): 0.487, atom 7 (N): -0.810, atom 8 (N): -0.490

***

Energy relative to the most stable one, in hartree: one 0.0805; two 0.0000